(1)
Entry from the Open Molecules 2025 dataset: a cluster of 9 separate species, C30H70O24S8 in total at a distorted geometry (wB97M-V/def2-TZVPD).

Last column: Mulliken charge in e.
Atoms and positions in Å:
O 1.32865 1.12820 6.81859  -0.640
S 0.37031 0.79815 5.79579  0.919
O 0.49953 1.22553 4.43481  -0.233
O 0.33087 -0.82028 5.68153  -0.128
C 0.05300 -1.59998 6.85735  -0.213
C -0.21484 -2.99195 6.35034  -1.243
C -1.28737 1.19678 6.43720  -1.282
H -0.76661 -1.15360 7.43294  0.323
H 0.84575 -1.56537 7.60946  0.296
H 0.74248 -3.46460 6.13195  0.305
H -0.79358 -3.00652 5.42604  0.278
H -0.80997 -3.60702 7.02653  0.399
H -1.50901 2.23003 6.18553  0.421
H -1.30490 1.05559 7.51334  0.417
H -1.96938 0.50975 5.94035  0.374
O 2.10377 3.77228 -2.26089  -0.486
S 3.13263 3.01518 -2.91018  1.171
O 4.27235 3.62647 -3.54761  -0.674
O 3.72145 1.96796 -1.78476  -0.300
C 4.05920 2.57796 -0.55622  0.405
C 4.64108 1.54683 0.41478  -1.426
C 2.48866 1.76791 -4.08562  -0.567
H 3.13292 2.90055 -0.07166  -0.324
H 4.73051 3.42851 -0.68159  0.518
H 5.59845 1.18206 0.03546  0.464
H 3.96408 0.71870 0.61059  0.104
H 4.90322 2.06646 1.33786  0.433
H 1.43808 2.04163 -4.15262  0.251
H 2.57810 0.80092 -3.59840  -0.065
H 2.97964 1.81763 -5.05022  0.426
O 0.13233 0.99644 -2.31017  -0.579
S 0.47484 -0.17331 -1.54107  0.902
O 1.76861 -0.78746 -1.79436  -0.484
O 0.37048 0.21325 0.02855  0.066
C 0.88218 -0.80810 0.91404  0.987
C -0.14566 -0.99273 2.00803  -0.307
C -0.84486 -1.48585 -1.64002  -0.324
H 1.87084 -0.60134 1.33258  -0.992
H 1.08222 -1.75246 0.39906  0.035
H -1.16953 -1.00640 1.63649  0.005
H 0.01718 -0.21576 2.75509  -0.110
H -0.09992 -1.98114 2.47669  0.473
H -1.06942 -1.82386 -2.64637  0.095
H -1.65423 -0.95137 -1.14926  0.057
H -0.34328 -2.28279 -1.09458  0.192
O 1.32004 -3.95847 -1.08824  -0.522
S 1.85429 -4.54048 -2.29434  0.947
O 2.88989 -5.52286 -2.19196  -0.619
O 0.57428 -5.10727 -3.14676  -0.123
C 0.88894 -5.81794 -4.33034  -0.120
C 0.47710 -7.27402 -4.10063  -1.284
C 2.48203 -3.22239 -3.33918  -0.905
H 1.96243 -5.82968 -4.54488  0.362
H 0.40236 -5.48124 -5.24559  0.225
H 0.69126 -8.00462 -4.88432  0.390
H -0.61564 -7.27425 -4.02400  0.270
H 0.85776 -7.71138 -3.17859  0.302
H 3.16763 -2.80364 -2.59969  0.294
H 1.78414 -2.45041 -3.63945  0.206
H 3.01133 -3.65152 -4.18498  0.561
O 4.36522 6.74366 2.57637  -0.628
S 3.51955 6.36272 1.48988  1.114
O 4.09040 6.04056 0.20220  -0.576
O 2.63534 5.10968 2.03271  -0.408
C 1.53313 4.63584 1.27445  -0.362
C 1.20763 3.27831 1.92194  -0.723
C 2.18359 7.60496 1.21303  -0.654
H 1.76960 4.53518 0.21001  0.351
H 0.61648 5.23313 1.25713  0.578
H 0.40042 2.75453 1.40312  -0.272
H 0.81805 3.52213 2.90949  0.491
H 2.03107 2.56798 1.94968  0.295
H 1.39410 7.22458 0.56555  0.113
H 2.66837 8.40109 0.65266  0.394
H 1.75751 7.88554 2.17131  0.312
O -4.76702 0.18900 -0.65820  -0.648
S -4.63377 -0.40635 0.64988  1.062
O -3.33781 -0.51390 1.25726  -0.495
O -5.66525 0.41506 1.63137  -0.294
C -5.73350 -0.06275 2.97721  0.172
C -6.84663 0.67727 3.71617  -1.273
C -5.41126 -2.05050 0.51249  -1.174
H -4.82870 0.19173 3.53451  0.038
H -5.83443 -1.14843 3.00931  0.342
H -7.73807 0.06734 3.87279  0.305
H -7.15778 1.58378 3.20027  0.321
H -6.51743 0.95450 4.71715  0.351
H -4.90026 -2.55890 1.32643  0.368
H -5.17298 -2.39407 -0.48863  0.395
H -6.48601 -1.93976 0.61450  0.402
O -3.08992 -1.55586 -4.23525  -0.626
S -2.75209 -2.75161 -4.95808  1.163
O -1.54028 -3.50587 -4.70490  -0.446
O -4.00750 -3.78699 -4.95123  -0.355
C -3.86845 -5.01496 -5.66728  -0.063
C -4.91974 -5.06623 -6.77970  -1.221
C -2.72418 -2.30365 -6.72761  -1.071
H -4.04441 -5.85582 -5.00066  0.385
H -2.89330 -5.05450 -6.15030  0.198
H -5.83969 -4.57282 -6.45609  0.309
H -5.22790 -6.05829 -7.10648  0.390
H -4.59311 -4.51309 -7.66247  0.264
H -2.03593 -1.46007 -6.79097  0.387
H -3.71186 -1.93479 -6.98219  0.366
H -2.25797 -3.13827 -7.24051  0.348
O -2.32606 6.97419 -2.18123  -0.684
S -1.36778 5.93079 -1.91647  1.056
O -0.23820 6.10421 -1.03632  -0.519
O -2.28847 4.70575 -1.32064  -0.487
C -1.65895 3.46347 -1.07119  0.640
C -2.01689 2.85384 0.28347  -0.845
C -0.77024 5.15721 -3.42422  -0.400
H -0.57467 3.57472 -0.95565  -0.201
H -1.90726 2.74635 -1.85313  0.242
H -1.58924 3.38833 1.13284  0.262
H -1.57844 1.85520 0.26883  -0.117
H -3.09402 2.80278 0.45364  0.456
H -0.26355 5.92654 -4.00380  0.397
H -1.57505 4.72467 -4.01022  0.362
H -0.06279 4.41714 -3.05254  -0.147
C 3.42235 -0.87991 3.49862  0.217
C 4.07374 -1.96873 2.95573  -0.275
C 5.35898 -2.28026 3.35210  -0.544
C 5.98891 -1.46788 4.30341  -0.345
C 5.36952 -0.31967 4.78105  -0.683
C 4.06275 -0.02124 4.38589  -0.421
H 2.37803 -0.68681 3.27931  0.122
H 3.53310 -2.54857 2.21546  0.519
H 5.93556 -3.11439 2.97605  0.397
H 7.01286 -1.71804 4.54905  0.348
H 5.93276 0.36319 5.40349  0.381
H 3.51117 0.82338 4.77572  0.420

The calculated total energy comes out at -168061.991 eV. The calculation puts the LUMO energy at -0.1 eV. As for the SMILES: CCOS(C)(=O)=O.CCOS(C)(=O)=O.CCOS(C)(=O)=O.CCOS(C)(=O)=O.CCOS(C)(=O)=O.CCOS(C)(=O)=O.CCOS(C)(=O)=O.CCOS(C)(=O)=O.c1ccccc1. The frontier orbital gap comes out at 8.942 eV.

---

(2)
Entry from the Open Molecules 2025 dataset: a cluster of 4 separate species, C30H71N4O6PS4 in total at a distorted geometry (wB97M-V/def2-TZVPD).

Last column: Mulliken charge in e.
Atoms and positions in Å:
C -1.60031 11.06037 -1.06805  -1.195
C -0.28830 10.37451 -0.70203  -0.476
C -0.12606 10.05562 0.78524  -0.888
C -1.37783 9.56319 1.51774  -0.280
N -1.56249 8.10763 1.33603  0.532
C -2.74654 7.73556 0.55172  -0.957
C -2.42382 7.37612 -0.89380  -0.711
C -1.52122 6.14782 -1.03332  -0.446
C -2.32599 4.84984 -1.19609  -0.909
P -1.29733 3.30801 -1.18640  0.221
S 0.56424 3.72962 -2.11638  -0.352
S -0.89941 3.08323 0.88099  -0.221
C -1.47034 7.39452 2.54305  -0.156
S -0.51011 6.09401 2.64081  -0.294
S -2.45595 7.86336 3.98175  -0.067
C -1.31294 8.88982 4.97965  -0.649
C -1.03284 8.34505 6.38084  -0.535
C -0.84302 6.81650 6.47253  -0.777
H -1.80165 11.84410 -0.34307  0.371
H -2.42321 10.35415 -0.99683  0.240
H -1.57231 11.47399 -2.06913  0.359
H -0.09464 9.50793 -1.32449  0.305
H 0.50374 11.07799 -0.95726  0.431
H 0.59176 9.24299 0.86385  0.241
H 0.30309 10.89007 1.33304  0.428
H -1.19221 9.73206 2.57271  -0.084
H -2.27361 10.12954 1.28082  0.513
H -3.47851 8.54212 0.52009  0.416
H -3.25519 6.87371 0.97865  0.520
H -3.34170 7.18867 -1.44885  0.453
H -1.93437 8.20676 -1.39543  0.103
H -0.92678 6.25552 -1.93565  0.449
H -0.80820 6.07891 -0.21909  0.232
H -3.09033 4.75779 -0.42811  0.397
H -2.80318 4.85941 -2.17035  0.399
H 1.37203 4.15635 -1.12610  0.148
H -0.42582 1.82828 0.94294  0.109
H -1.74330 9.88315 5.01989  0.468
H -0.37554 8.98568 4.44312  0.302
H -1.80880 8.67379 7.06248  0.323
H -0.11040 8.80951 6.71745  0.325
H -1.68882 6.39029 6.99607  0.255
H 0.03702 6.61514 7.07290  0.326
H -0.72678 6.35686 5.50120  0.121
C -3.37597 -4.17625 1.48120  -0.621
O -2.37633 -3.18286 1.59467  -0.367
C -2.39941 -2.21836 0.54378  -0.804
C -2.79912 -0.85725 1.07063  0.122
N -4.20319 -0.82884 1.46092  -0.397
C -4.59635 0.37525 2.18899  -0.682
C -3.96547 0.62325 3.55574  -0.419
O -4.34098 -0.31575 4.54709  -0.436
C -3.55822 -1.49395 4.59726  -0.550
H -3.19161 -4.91836 2.25679  0.244
H -4.37923 -3.76163 1.62809  0.320
H -3.33058 -4.67232 0.50628  0.226
H -3.05196 -2.53382 -0.27347  0.335
H -1.38286 -2.15454 0.14718  0.274
H -2.63306 -0.10838 0.29001  0.312
H -2.13764 -0.62291 1.91687  0.146
H -4.39822 -1.63460 2.04097  0.103
H -5.67854 0.32080 2.33253  0.358
H -4.40412 1.24479 1.55239  0.391
H -4.33337 1.58997 3.90978  0.351
H -2.87381 0.71152 3.50347  0.320
H -2.52244 -1.30865 4.30236  0.273
H -3.98174 -2.28616 3.97365  0.183
H -3.56554 -1.85107 5.62777  0.296
C -2.74269 -3.89376 -3.15508  -0.894
O -1.60524 -3.69578 -2.33684  -0.221
C -1.10631 -4.89081 -1.74416  -0.803
C 0.25274 -5.24691 -2.30681  0.046
N 0.15228 -5.68153 -3.69385  -0.363
C 1.44010 -5.82144 -4.37014  -0.414
C 2.27472 -4.56196 -4.57803  -0.532
O 1.70555 -3.62325 -5.47337  -0.458
C 0.79530 -2.70563 -4.89605  -0.510
H -3.10976 -2.91150 -3.44914  0.250
H -2.49757 -4.45839 -4.06067  0.374
H -3.53668 -4.41339 -2.60937  0.348
H -1.81175 -5.71821 -1.86450  0.409
H -0.99815 -4.69600 -0.67142  0.301
H 0.68549 -6.05693 -1.71208  0.147
H 0.89572 -4.36279 -2.19738  0.218
H -0.41127 -5.01564 -4.20642  0.138
H 1.23573 -6.24719 -5.35615  0.377
H 2.04003 -6.55612 -3.82513  0.137
H 3.21640 -4.87392 -5.03834  0.380
H 2.54251 -4.07632 -3.63191  0.359
H 1.05266 -2.47242 -3.85987  0.274
H -0.23344 -3.07360 -4.94558  0.144
H 0.84054 -1.78474 -5.47846  0.323
C 8.33651 -7.96162 -2.51459  -0.722
O 7.75054 -9.03946 -1.80949  -0.345
C 7.71695 -8.85990 -0.39813  -0.800
C 6.29233 -8.70987 0.09186  -0.187
N 5.71953 -7.43990 -0.33741  -0.317
C 4.28333 -7.31778 -0.10478  -0.737
C 3.35364 -8.25981 -0.86412  -0.603
O 3.32807 -8.04484 -2.26328  -0.317
C 4.32934 -8.72161 -3.00326  -0.720
H 8.41679 -8.25843 -3.55897  0.241
H 7.72234 -7.05657 -2.45622  0.302
H 9.33935 -7.74167 -2.13707  0.347
H 8.32935 -8.00764 -0.09112  0.406
H 8.14663 -9.75983 0.05137  0.395
H 6.28370 -8.75278 1.18481  0.365
H 5.72189 -9.56827 -0.28780  0.182
H 5.89672 -7.31909 -1.32617  0.077
H 4.00381 -6.29541 -0.37250  0.394
H 4.09350 -7.42665 0.96758  0.417
H 2.33663 -8.05775 -0.51583  0.369
H 3.54926 -9.31512 -0.64126  0.371
H 4.60233 -9.67448 -2.54441  0.368
H 5.22208 -8.10356 -3.13119  0.230
H 3.92625 -8.91919 -3.99736  0.290

The calculated total energy comes out at -103131.808 eV. The calculation puts the LUMO energy at -0.4 eV. As for the SMILES: CCCCN(CCCCP(S)S)C(=S)SCCC.COCCNCCOC.COCCNCCOC.COCCNCCOC. The frontier orbital gap comes out at 7.774 eV.

---

How do the records compare in HOMO energy? In the order shown, they have -9.018; -8.207 eV.